(1)
{
  "formula": "C2H5IOS",
  "method": "the ωB97M-V functional and the def2-TZVPD basis",
  "symbols": ["C", "C", "O", "S", "I", "H", "H", "H", "H", "H"],
  "positions_angstrom": [[-1.5522, -0.0548, 0.4858], [1.5587, -0.0376, -1.1179], [0.6501, 1.1842, 1.1620], [-0.0687, 0.8957, -0.0919], [3.2012, 0.0349, 0.1777], [-2.3376, 0.7978, 0.7857], [-2.0953, -0.5828, -0.2577], [-1.2102, -0.6911, 1.2178], [1.8685, 0.4306, -2.0014], [1.3152, -1.1366, -1.2909]],
  "homo_ev": -8.682,
  "energy_ha": -850.22191
}

(2)
{
  "formula": "C2H5InO",
  "method": "the ωB97M-V functional and the def2-TZVPD basis",
  "symbols": ["In", "C", "C", "O", "H", "H", "H", "H", "H"],
  "positions_angstrom": [[-1.0065, -0.9896, 4.0085], [0.5081, 0.0318, -1.1521], [-0.2397, 0.2596, 0.1710], [0.0543, -0.6679, 1.2465], [0.1922, -0.9516, -1.5003], [1.5974, 0.0523, -1.1837], [0.1326, 0.7052, -1.9226], [-1.2829, 0.2933, -0.1432], [0.0445, 1.2668, 0.4760]],
  "homo_ev": -20.953,
  "charge": 2,
  "energy_ha": -343.64630
}

(3)
{
  "formula": "C2H5N",
  "method": "the ωB97M-V functional and the def2-TZVPD basis",
  "symbols": ["C", "C", "N", "H", "H", "H", "H", "H"],
  "positions_angstrom": [[-0.3322, 0.2179, 0.4146], [-0.1601, -0.2662, -0.9391], [0.3080, 1.2202, 0.8225], [-0.7402, -0.4411, 1.1868], [1.0002, -1.8081, -0.3427], [0.5363, 0.3603, -1.4162], [-0.8417, -0.7944, -1.5290], [0.2296, 1.5114, 1.8030]],
  "homo_ev": [-9.729, -9.422],
  "energy_ha": -133.79685
}

(4)
{
  "formula": "C2H5N2",
  "method": "the ωB97M-V functional and the def2-TZVPD basis",
  "symbols": ["C", "C", "N", "N", "H", "H", "H", "H", "H"],
  "positions_angstrom": [[-0.4224, -1.1504, 1.4706], [0.6215, 0.9247, -1.7930], [0.3263, -0.1652, -1.3944], [-0.4280, 0.0117, 1.0485], [0.0808, -1.9261, 0.8950], [-0.8877, -1.4862, 2.4037], [0.5165, 1.9086, -1.3193], [1.0852, 1.0761, -2.7832], [-0.8923, 0.8069, 1.4721]],
  "homo_ev": [-15.061, -16.453],
  "charge": 1,
  "energy_ha": -188.27556
}

(5)
{
  "formula": "C2H5N2",
  "method": "the ωB97M-V functional and the def2-TZVPD basis",
  "symbols": ["C", "C", "N", "N", "H", "H", "H", "H", "H"],
  "positions_angstrom": [[0.0139, 1.0025, 0.0849], [-0.0776, -0.9155, 0.0405], [1.0003, 0.1413, 0.0345], [-1.0460, 0.1802, 0.0565], [0.1299, 2.0998, 0.0060], [-0.0595, -1.4238, -0.8890], [-0.0267, -1.3439, 1.0467], [2.0159, 0.2028, -0.1601], [-1.9501, 0.0565, -0.2201]],
  "homo_ev": -16.391,
  "charge": 1,
  "energy_ha": -188.39885
}

(6)
{
  "formula": "C2H5N2",
  "method": "the ωB97M-V functional and the def2-TZVPD basis",
  "symbols": ["C", "C", "N", "N", "H", "H", "H", "H", "H"],
  "positions_angstrom": [[-2.4358, -0.4150, -0.0516], [1.0330, -0.1471, -0.1245], [-1.5230, 0.2954, -0.0831], [-0.3537, 0.7417, 0.1480], [-3.1264, -1.1136, -0.5070], [0.5033, -1.0736, -0.4849], [1.6303, 0.3103, -0.9601], [1.4648, -0.3388, 0.9212], [-0.2291, 1.7455, 0.2713]],
  "homo_ev": -15.551,
  "charge": 1,
  "energy_ha": -188.32105,
  "smiles": "C#[N+]NC"
}

(7)
{
  "formula": "C2H5N2",
  "method": "the ωB97M-V functional and the def2-TZVPD basis",
  "symbols": ["C", "C", "N", "N", "H", "H", "H", "H", "H"],
  "positions_angstrom": [[0.5843, 0.6065, -0.1767], [-0.9019, 0.4114, -0.0974], [-1.1356, -0.9290, -0.2793], [1.5327, -0.1021, 0.2313], [-0.9814, 0.8579, 0.8227], [-1.2237, 1.1318, -0.7819], [-1.8141, -1.3773, -0.8696], [2.3431, 0.4487, 0.4257], [1.5966, -1.0478, 0.7251]],
  "homo_ev": [-15.086, -15.090],
  "charge": 1,
  "energy_ha": -188.23076
}

(8)
{
  "formula": "C2H5N2O",
  "method": "the ωB97M-V functional and the def2-TZVPD basis",
  "symbols": ["C", "C", "N", "N", "O", "H", "H", "H", "H", "H"],
  "positions_angstrom": [[0.4739, 0.8994, 1.2760], [-0.5814, 0.5142, -0.6842], [0.3668, -0.0287, 0.4202], [0.6255, -1.5152, 0.1816], [0.5780, 1.7952, 1.9630], [-1.4556, -0.0872, -0.6771], [-0.8414, 1.4638, -0.3257], [-0.0327, 0.4405, -1.6362], [-0.3019, -1.9099, 0.1453], [1.1689, -1.5721, -0.6630]],
  "homo_ev": -16.576,
  "charge": 1,
  "energy_ha": -263.58709,
  "smiles": "C[N+](N)=C=O"
}